Record 1
Density functional theory data (the ωB97M-V functional and the def2-TZVPD basis) for 6 unconnected molecules or ions with the total composition C33H44ClN5O4PS2 in a non-equilibrium geometry.

Geometry as XYZ:
```
90
Properties=species:S:1:pos:R:3:forces:R:3
O -1.85668 3.32676 1.43317 0.4 0.1 0.6
C -2.35507 2.88193 0.45573 -0.2 0.4 0.1
Cl -1.87635 1.18997 -0.02099 0.2 -0.4 -0.3
C -3.27004 3.51401 -0.45986 -0.4 -0.6 0.4
P -2.15969 4.43520 -1.84037 0.6 0.3 -0.8
C -3.76871 5.05613 -2.70320 0.0 -0.2 0.3
C -4.74308 5.89438 -1.88152 -0.2 0.4 -0.4
C -4.15352 7.23787 -1.41370 0.2 -0.5 0.2
S -5.21203 8.67917 -1.69862 0.0 0.3 -0.1
C -1.02277 5.27795 -3.16469 -0.2 -0.5 0.3
C 0.45018 5.02226 -2.90183 0.1 0.5 -0.4
C 1.04385 5.72132 -1.67827 0.1 -0.2 -0.2
S 0.99026 7.49587 -1.67597 0.1 -0.2 0.7
O 2.22963 7.97048 -1.13775 0.0 0.0 0.0
O -0.25157 7.96607 -1.13175 0.0 0.1 -0.2
O 1.01031 7.87326 -3.22074 -0.1 0.3 -0.3
H -3.83846 4.21541 0.14728 0.0 0.2 -0.2
H -3.90789 2.77343 -0.93448 -0.1 0.1 -0.2
H -2.07819 5.61783 -0.98818 -0.2 -0.1 0.2
H -0.95407 3.90729 -1.15854 -0.1 0.0 0.0
H -2.20754 3.19618 -2.64541 0.0 0.0 0.1
H -4.28245 4.15843 -3.06123 0.0 -0.1 0.0
H -3.49977 5.62281 -3.59918 0.1 0.1 0.0
H -5.60766 6.12917 -2.50957 -0.1 0.0 0.0
H -5.14834 5.33869 -1.03627 0.1 0.0 0.1
H -3.22276 7.43978 -1.94087 0.0 0.1 -0.1
H -3.87616 7.18741 -0.36395 0.0 0.2 0.0
H -5.89980 8.65410 -0.55773 -0.1 -0.1 0.1
H -1.28449 4.81725 -4.12038 0.0 0.1 -0.1
H -1.25522 6.34268 -3.22432 0.0 0.1 0.0
H 0.60375 3.94824 -2.78345 0.0 -0.1 0.2
H 1.06256 5.32897 -3.75699 0.0 -0.1 0.0
H 2.10916 5.50208 -1.62074 0.0 0.0 0.2
H 0.54919 5.42998 -0.75376 0.0 0.0 0.1
H 0.10422 8.13585 -3.44202 0.0 -0.1 -0.2
N 1.20526 -2.75771 -2.84523 0.0 0.0 0.0
C 0.48303 -2.10154 -1.93829 0.0 0.0 0.0
C 0.93691 -0.98224 -1.25531 0.0 0.0 0.0
C 2.21319 -0.51799 -1.52873 0.0 0.0 0.0
C 2.98015 -1.18462 -2.47293 -0.1 0.0 0.0
C 2.42773 -2.29229 -3.09866 0.0 0.0 0.0
H -0.50982 -2.49462 -1.74894 0.0 0.0 0.0
H 0.30613 -0.48934 -0.52905 0.0 0.0 0.0
H 2.60383 0.34982 -1.01279 0.0 0.0 0.0
H 3.98407 -0.86728 -2.71705 0.0 0.0 0.0
H 2.99808 -2.84152 -3.84184 0.0 0.0 0.0
N 6.25786 -1.69683 -2.70614 0.1 0.1 -0.1
C 7.49328 -1.48393 -3.15629 0.0 -0.1 0.0
C 8.60105 -2.17904 -2.69597 0.0 0.0 0.0
C 8.41617 -3.14693 -1.71733 0.0 0.1 0.0
C 7.13819 -3.36685 -1.23582 0.2 0.0 0.1
C 6.10122 -2.61455 -1.76074 -0.2 0.0 0.0
H 7.59432 -0.72692 -3.92627 0.0 0.0 0.0
H 9.58202 -1.97198 -3.10166 0.0 0.0 0.0
H 9.25486 -3.71855 -1.34077 0.0 0.0 0.0
H 6.93697 -4.10977 -0.47936 0.0 0.0 0.0
H 5.08356 -2.76052 -1.41318 0.0 0.0 0.0
N -3.98248 -2.30989 2.25080 0.0 0.0 0.0
C -3.60046 -1.03341 2.27960 0.0 0.0 0.0
C -3.61554 -0.25561 3.42944 0.0 0.0 0.0
C -4.05292 -0.83104 4.61039 0.0 0.0 0.0
C -4.45485 -2.15808 4.59809 0.0 0.0 0.0
C -4.39806 -2.84699 3.39585 0.0 0.0 0.0
H -3.26027 -0.59915 1.34721 0.0 -0.1 0.0
H -3.28760 0.77473 3.38885 0.0 0.0 0.0
H -4.07960 -0.25628 5.52798 0.0 0.0 0.0
H -4.79993 -2.64763 5.49922 0.0 0.0 0.0
H -4.70024 -3.88845 3.34541 0.0 0.0 0.0
N -4.32178 -3.79676 7.77841 0.0 0.0 0.0
C -3.04905 -3.51819 8.04702 0.0 0.1 0.0
C -2.11457 -4.47587 8.41140 0.0 0.0 0.0
C -2.52541 -5.79529 8.50385 0.0 0.0 0.0
C -3.84805 -6.10078 8.22724 0.0 0.0 0.0
C -4.70165 -5.06841 7.86862 0.0 0.0 0.0
H -2.76528 -2.47508 7.96118 0.0 0.0 0.0
H -1.09149 -4.19092 8.61352 0.0 0.0 0.0
H -1.82628 -6.57263 8.78383 0.0 0.0 0.0
H -4.21308 -7.11696 8.28420 0.0 0.0 0.0
H -5.74273 -5.26790 7.63889 0.0 0.0 0.0
N 5.25510 -6.00168 -1.87729 0.0 0.0 0.0
C 3.94951 -5.74054 -1.90034 0.0 0.1 0.0
C 2.97198 -6.72004 -1.99350 0.0 0.0 0.0
C 3.37285 -8.04341 -2.06798 0.0 0.0 0.0
C 4.72870 -8.33140 -2.04759 0.0 0.0 0.0
C 5.62450 -7.27755 -1.95134 0.0 0.0 0.0
H 3.67130 -4.69295 -1.84844 -0.1 0.0 0.0
H 1.92664 -6.44492 -2.00995 0.0 0.0 0.0
H 2.64123 -8.83754 -2.14307 0.0 0.0 0.0
H 5.08689 -9.35016 -2.10629 0.0 0.0 0.0
H 6.69373 -7.46227 -1.93272 0.0 0.0 0.0
```
Forces are in eV/Å.

The orbital gap is 6.5 eV. Its total charge is -1. As for the spin multiplicity: 1.

Record 2
Density functional theory data (the ωB97M-V functional and the def2-TZVPD basis) for a molecular structure, C22H24N4OS2Se4W in a non-equilibrium geometry.

Geometry as XYZ:
```
58
Properties=species:S:1:pos:R:3:forces:R:3
W 0.83330 0.66166 -2.52903 1.2 -0.3 -0.4
C -1.67118 1.90622 1.19140 -0.4 0.5 -1.4
C -0.59157 1.83192 0.12094 -1.0 -0.3 -0.6
N -0.53166 0.81192 -0.68540 0.1 -0.4 0.5
N -1.45861 -0.25764 -0.46813 0.7 3.5 1.5
C -1.10065 -1.30408 -1.01763 -0.5 -2.8 -1.7
S 0.18114 -1.55800 -2.13365 0.9 -0.2 -0.3
S -2.11299 -2.75656 -0.97441 0.0 0.1 1.1
C -3.03409 -2.35752 0.59531 0.2 -1.5 0.0
C -4.50274 -2.79775 0.43431 0.4 2.7 -1.0
C -5.37186 -2.10884 -0.48717 -0.4 -0.9 0.9
C -6.73056 -2.46661 -0.47278 0.8 0.4 0.3
C -7.19007 -3.44871 0.39762 -2.3 0.3 0.0
C -6.33723 -4.08336 1.28469 -0.6 0.4 0.3
C -5.02558 -3.70509 1.32382 1.6 -0.7 -0.3
C 0.23026 3.01987 -0.15902 -1.0 0.9 2.4
C -0.09352 4.20993 0.56684 -0.3 0.9 -0.5
C 0.66577 5.37293 0.41775 -0.1 -1.8 0.3
C 1.90530 5.29370 -0.27725 -1.8 2.8 1.5
C 2.21758 4.20014 -0.94200 0.3 -2.6 -0.1
C 1.40163 3.06121 -0.85296 0.7 -1.0 -1.4
O 1.83336 1.95040 -1.49568 -0.1 0.1 -0.1
H -2.19337 0.97901 1.25262 -0.1 -0.6 0.2
H -2.42998 2.66729 0.93715 0.3 -0.2 -0.4
H -1.33899 2.23857 2.13432 0.9 0.0 1.1
H -2.76183 -1.30648 0.65485 -1.0 0.1 0.4
H -2.56264 -2.87840 1.48927 -0.5 0.5 -1.2
H -5.08350 -1.27144 -1.13559 0.4 -0.5 0.4
H -7.49041 -1.89489 -1.01446 0.5 -0.2 -0.1
H -8.33460 -3.51744 0.40391 1.9 -0.6 0.3
H -6.60471 -4.73407 2.09384 -0.8 -0.5 -0.1
H -4.32217 -4.21221 2.00081 -0.5 0.4 -0.1
H -1.01770 4.25156 1.18556 0.9 0.0 -0.6
H 0.32649 6.23209 0.95790 0.2 0.5 0.1
H 2.55803 6.15487 -0.27017 0.1 0.0 -0.1
H 3.18167 4.05435 -1.34510 0.8 0.0 -0.8
Se 2.36660 -0.06038 -4.10755 -0.6 0.2 0.9
Se 6.12773 4.24940 0.47309 0.0 0.0 0.0
Se 5.05437 3.13189 1.96847 0.0 0.1 0.0
Se -0.84774 1.53448 -3.65058 -0.8 0.7 -0.8
N 0.92879 -0.32377 2.57392 -0.3 -0.1 -0.7
C 1.51638 -0.59237 1.60764 -1.7 0.7 3.0
N 2.34658 -0.82928 0.65901 2.1 -0.4 -2.0
C 2.59269 -2.24938 0.39557 1.0 -0.5 1.2
C 3.54777 -2.44011 -0.76290 -1.1 -1.4 -0.7
C 4.76810 -1.60699 -0.76265 0.0 2.5 0.4
C 4.44384 -0.09538 -0.48462 -1.3 -0.3 1.1
C 3.53883 0.08230 0.76106 -0.4 -1.1 -1.1
H 1.67690 -2.71324 0.14594 -1.2 -0.3 -0.5
H 2.86690 -2.79476 1.34271 0.4 0.7 -0.6
H 2.95776 -2.25719 -1.66176 0.0 0.1 -0.2
H 3.82801 -3.51849 -0.81815 -0.2 0.7 0.1
H 5.23215 -1.55012 -1.72728 0.5 -0.7 -0.5
H 5.40047 -2.03175 -0.02972 1.3 -0.1 0.8
H 3.84179 0.23842 -1.32703 0.1 0.2 -0.2
H 5.26633 0.61304 -0.34969 0.3 -0.5 -0.3
H 3.06171 1.02631 0.87282 0.0 1.2 -0.5
H 4.04173 -0.05120 1.69920 0.6 -0.6 0.6
```
Forces are in eV/Å.

The orbital gap (spin up / spin down) is 7.1 / 5.9 eV. The energy above the lowest of the compared OMol25 structures with the same formula, charge and spin comes out at 4.92 kcal/mol. As for the spin multiplicity: 3.

Record 3
Density functional theory data (the ωB97M-V functional and the def2-TZVPD basis) for 4 unconnected molecules or ions with the total composition C30H69BClO in a non-equilibrium geometry.

Geometry as XYZ:
```
102
Properties=species:S:1:pos:R:3:forces:R:3
C 1.82016 -0.38116 1.47637 0.2 0.3 0.7
O 1.90896 -1.74227 2.09559 0.4 1.2 -2.7
C 2.30227 -2.66659 1.01410 -0.6 -0.8 0.2
C 2.29014 -4.22881 1.61064 0.4 0.8 -1.2
C 0.89112 -4.94588 1.12739 0.4 -1.4 0.0
C -0.24068 -5.11105 2.30147 -0.5 0.3 -0.4
C -0.32475 -3.87124 3.36998 -0.9 0.0 0.5
C -1.15856 -2.55845 2.85132 -0.1 0.6 1.6
C -2.75046 -2.63777 3.31416 -0.3 -0.2 -0.9
C -3.62346 -3.75499 2.46410 1.5 0.0 0.0
B -5.15390 -3.17794 2.10966 1.2 -1.0 -1.5
C -5.12501 -2.90027 0.45706 -0.2 0.1 -0.5
C -4.18440 -1.56751 0.09039 -2.7 0.1 -0.7
C -5.01090 -0.74190 -1.10591 0.7 -0.9 0.4
Cl -2.53546 -2.04909 -0.66400 -0.9 0.5 0.6
H 2.94354 0.00284 1.37586 -2.4 -0.5 -0.1
H 1.26482 -0.40123 0.44214 1.2 -0.1 1.9
H 1.19660 0.34739 2.18314 1.5 -1.8 -1.3
H 1.49379 -2.55924 0.15168 1.6 -0.4 1.7
H 3.33341 -2.38566 0.52619 -1.6 -0.4 1.2
H 3.24619 -4.75365 1.12541 -2.2 1.0 0.9
H 2.47651 -4.26180 2.77403 -0.6 0.3 -2.4
H 0.42799 -4.46242 0.13899 1.1 -0.7 2.4
H 1.19129 -6.05379 0.79933 -0.7 2.3 0.6
H -1.28901 -5.21217 1.73962 2.2 0.3 1.4
H -0.07821 -6.11558 2.88794 -0.1 1.9 -1.1
H -0.92225 -4.28957 4.31525 1.2 0.9 -2.0
H 0.70320 -3.49691 3.78497 -1.7 -1.0 -1.0
H -0.71238 -1.62559 3.44622 -0.7 -1.9 -1.3
H -1.00698 -2.33203 1.71322 -0.5 -0.6 2.1
H -2.88087 -2.85644 4.46227 0.6 0.5 -2.1
H -3.29266 -1.59411 3.11580 1.4 -2.1 0.4
H -3.66650 -4.81475 2.97112 0.4 2.0 -0.6
H -3.03294 -3.91399 1.43893 -1.1 0.2 2.1
H -5.41558 -2.18228 2.67758 -0.2 1.1 0.6
H -6.00421 -3.98635 2.34859 -0.5 -0.5 0.1
H -4.73207 -3.88563 -0.05841 -0.6 2.1 0.6
H -6.24352 -2.74374 0.09997 2.3 0.1 0.2
H -4.00286 -0.87506 1.03215 -0.1 -1.7 -2.0
H -6.13839 -0.67685 -0.76986 2.3 0.1 -0.7
H -4.93588 -1.44288 -2.06003 -0.3 1.6 1.9
H -4.51941 0.29995 -1.33047 -1.1 -1.9 0.4
C -4.99924 2.28303 -7.18481 0.1 0.0 -0.2
C -6.06432 1.20350 -7.07312 -0.2 0.0 0.1
C -6.50677 0.93559 -5.63230 -0.1 -0.1 0.0
C -5.41161 0.41552 -4.69436 0.0 0.1 0.0
C -4.72678 -0.88032 -5.13926 0.0 0.1 0.2
C -5.67621 -2.06459 -5.22382 0.0 -0.2 -0.1
H -4.07716 1.99588 -6.67145 -0.1 0.1 0.0
H -4.75127 2.45946 -8.23663 0.0 0.1 0.1
H -5.35349 3.22699 -6.75829 0.1 -0.1 0.0
H -5.70404 0.28166 -7.54149 0.0 0.0 0.1
H -6.94105 1.51959 -7.65166 0.1 -0.1 0.0
H -7.34096 0.22445 -5.64857 0.1 0.0 0.0
H -6.91190 1.86348 -5.20771 0.0 -0.1 -0.1
H -5.85348 0.25934 -3.70162 0.1 0.0 -0.1
H -4.64622 1.18863 -4.56325 -0.1 0.0 0.0
H -3.93661 -1.11903 -4.41783 -0.1 0.1 -0.1
H -4.22974 -0.73827 -6.10454 0.0 0.0 0.0
H -6.15567 -2.25053 -4.25706 0.0 0.0 -0.1
H -5.12601 -2.96741 -5.50671 -0.1 0.0 0.1
H -6.45792 -1.90509 -5.97250 0.0 0.0 0.1
C 6.36067 -1.16139 2.81165 0.1 -0.2 0.0
C 6.08451 -0.00462 3.75921 -0.2 0.1 0.0
C 5.68342 1.28563 3.03957 0.0 0.1 0.1
C 6.74538 1.87348 2.10348 0.0 -0.1 -0.1
C 8.09242 2.19471 2.75802 -0.1 0.0 -0.2
C 7.99556 3.24974 3.84825 0.1 0.0 0.2
H 7.20658 -0.95002 2.15136 -0.1 0.0 0.0
H 6.60305 -2.06460 3.38122 0.0 0.1 -0.1
H 5.48383 -1.37738 2.19280 0.1 0.0 0.0
H 6.95936 0.16680 4.39499 0.0 0.0 0.0
H 5.26795 -0.29426 4.43198 0.1 0.1 -0.1
H 5.40524 2.03383 3.79100 0.0 0.0 -0.1
H 4.77437 1.09664 2.45364 0.1 0.0 0.1
H 6.34124 2.79129 1.65686 0.1 -0.1 0.0
H 6.91733 1.18476 1.26873 0.0 0.0 0.0
H 8.77586 2.55851 1.98190 0.0 -0.1 0.0
H 8.54588 1.28537 3.16601 0.0 0.0 0.0
H 7.58095 4.18295 3.45287 0.0 -0.1 0.1
H 8.99008 3.46622 4.25061 -0.1 0.0 0.0
H 7.36721 2.91715 4.67985 0.0 0.1 -0.1
C 3.18038 4.64980 1.56893 0.0 0.2 0.2
C 1.89277 3.97434 1.12388 0.0 -0.2 0.0
C 2.01270 3.27556 -0.23289 -0.2 -0.1 0.0
C 2.32983 4.19319 -1.41906 0.1 0.1 0.0
C 1.33233 5.33165 -1.65366 0.1 -0.1 -0.1
C -0.07031 4.84518 -1.98077 -0.2 0.1 0.0
H 3.47611 5.44838 0.88261 0.0 -0.1 0.0
H 3.04764 5.09703 2.55953 0.1 0.0 -0.1
H 3.99954 3.92629 1.63191 0.0 0.1 0.0
H 1.07967 4.70752 1.10723 0.0 -0.1 0.0
H 1.61566 3.22544 1.87598 0.0 0.1 -0.1
H 1.08113 2.73256 -0.43076 0.1 0.0 0.0
H 2.79792 2.51085 -0.16941 -0.1 0.1 0.0
H 2.38383 3.57754 -2.32638 0.0 0.1 0.1
H 3.32887 4.62436 -1.28978 0.0 0.0 0.0
H 1.69324 5.94043 -2.49088 0.0 0.0 0.1
H 1.29744 5.99498 -0.78317 0.0 0.0 0.0
H -0.06542 4.21094 -2.87342 0.0 0.0 0.1
H -0.72739 5.69823 -2.17665 0.0 -0.1 0.0
H -0.50508 4.27539 -1.15413 0.0 0.0 -0.1
```
Forces are in eV/Å.

The orbital gap is 6.9 eV. The energy above the lowest of the compared OMol25 structures with the same formula, charge and spin comes out at 107.37 kcal/mol. Its total charge is -1. As for the spin multiplicity: 1.

| no. | DFT total energy (hartree) |
| --- | --- |
| 1 | -3456.4602 |
| 2 | -11616.1860 |
| 3 | -1744.5448 |